No. 1
C4H2 | ωB97M-V with the def2-TZVPD basis set

The LUMO energy (alpha / beta) is -0.004 / -0.004 Ha. For the energy above the lowest of the compared OMol25 structures with the same formula, charge and spin, the calculation gives 90.50 kcal/mol. The calculation puts the gap between HOMO and LUMO (alpha / beta) at 8.5 / 8.5 eV. As for the net charge: 0. The calculation puts the electronic energy at -153.33685 hartree.

Element x y z (Å)
C  0.95639  -0.56755  -0.34151
C  1.07290  0.60768  0.38913
C  -0.29629  -0.75406  0.17600
C  -0.23972  0.84806  -0.02738
H  -0.81038  -1.55903  0.67015
H  -0.68289  1.42490  -0.86639

What are the Löwdin partial charges on each atom? They are as follows, in elementary charge units: -0.10 -0.07 -0.01 -0.04 0.10 0.11

=====

No. 2
CH6N2O2 | ωB97M-V with the def2-TZVPD basis set

The LUMO energy (alpha / beta) is -0.155 / -0.369 Ha. Its spin multiplicity is 2. For the energy above the lowest of the compared OMol25 structures with the same formula, charge and spin, the calculation gives 18.76 kcal/mol. The calculation puts the gap between HOMO and LUMO (alpha / beta) at 12.8 / 6.1 eV. As for the net charge: +1. The calculation puts the electronic energy at -301.34488 hartree.

Element x y z (Å)
N  -0.79900  0.01315  1.80924
C  -0.13625  0.11622  0.65242
N  -0.78365  -0.43908  -0.48296
O  0.93524  0.70662  0.52636
H  -1.52381  -0.68172  1.85138
H  -0.24424  0.37434  2.58003
H  -0.69688  -1.43811  -0.67309
H  -0.65127  0.12411  -1.33473
H  1.01537  0.96985  -1.23267
H  1.61252  -0.27025  -1.64369
O  1.27195  0.52487  -2.05229

Here are the Löwdin charges for atoms 1 to 8, given in e: 0.26 -0.52 0.35 0.19 0.14 0.16 0.17 0.14

=====

No. 3
C4H9NO | ωB97M-V with the def2-TZVPD basis set

The LUMO energy is 0.036 Ha. For the energy above the lowest of the compared OMol25 structures with the same formula, charge and spin, the calculation gives 54.65 kcal/mol. The calculation puts the gap between HOMO and LUMO at 9.5 eV. As for the net charge: 0. The calculation puts the electronic energy at -287.74536 hartree.

Element x y z (Å)
C  -2.51296  -0.37907  -0.01022
C  -1.01478  -0.21907  0.06243
O  -0.69131  1.14071  0.36365
C  0.66306  1.34434  0.37696
N  1.42686  0.41161  0.13928
C  2.55189  -0.32387  -0.25273
H  -2.98645  -0.06038  0.92181
H  -2.93052  0.19757  -0.84006
H  -2.74652  -1.43664  -0.17597
H  -0.57766  -0.86499  0.83404
H  -0.53983  -0.51328  -0.88196
H  0.86351  2.39670  0.62850
H  2.46359  -0.47933  -1.33393
H  2.48949  -1.31551  0.21163
H  3.54163  0.10122  -0.04341

Here are the Löwdin charges for atoms 1 to 8, given in e: -0.08 -0.28 -0.08 -0.25 -0.01 -0.13 0.08 0.08

=====

No. 4
C7H18N2 | ωB97M-V with the def2-TZVPD basis set

The LUMO energy (alpha / beta) is -0.005 / -0.005 Ha. For the energy above the lowest of the compared OMol25 structures with the same formula, charge and spin, the calculation gives 108.43 kcal/mol. The calculation puts the gap between HOMO and LUMO (alpha / beta) at 6.7 / 6.7 eV. As for the net charge: 0. The calculation puts the electronic energy at -386.85673 hartree.

Element x y z (Å)
C  -0.65033  -0.70302  -1.09795
C  -1.45722  0.52386  -0.83344
C  -0.43542  -1.61386  0.04956
C  -0.83155  -1.33938  -2.43883
C  1.35677  0.19432  -1.51153
H  -2.48402  0.21482  -0.59335
H  -1.50330  1.17538  -1.70621
H  -1.08442  1.08640  0.02474
H  0.31748  -1.17800  0.71684
H  -1.33781  -1.67868  0.66876
H  -0.10971  -2.60852  -0.25293
H  -0.09777  -2.12369  -2.62372
H  -0.79488  -0.61241  -3.24968
H  -1.82504  -1.80681  -2.46161
H  0.87682  0.69231  -2.35098
H  2.19826  0.87601  -1.32992
H  1.75092  -0.76331  -1.84575
C  0.62695  0.96768  2.10745
N  0.00534  2.16512  1.68964
N  1.55501  0.52118  1.20662
C  0.25341  0.35199  3.26065
H  0.66374  2.80621  1.26618
H  1.26335  0.31140  -0.17108
H  -0.54829  2.61172  2.40679
H  2.06033  -0.27380  1.58430
H  0.63089  -0.62896  3.50940
H  -0.39949  0.83205  3.97607

Here are the Löwdin charges for atoms 1 to 8, given in e: -0.38 -0.06 -0.06 -0.07 -0.07 0.10 0.09 0.06

=====

No. 5
C8H18NaO8 | ωB97M-V with the def2-TZVPD basis set

The LUMO energy is 0.080 Ha. For the energy above the lowest of the compared OMol25 structures with the same formula, charge and spin, the calculation gives 10.10 kcal/mol. The calculation puts the gap between HOMO and LUMO at 4.8 eV. As for the net charge: -1. The calculation puts the electronic energy at -1079.81910 hartree.

Element x y z (Å)
Na  10.37173  -28.38371  -7.32652
C  8.78983  -25.66989  -5.94285
O  8.95161  -26.36041  -7.12775
H  9.36837  -24.72013  -5.93687
H  7.72557  -25.41409  -5.78960
H  9.15212  -26.18836  -5.02510
C  10.01252  -30.09343  -9.87320
O  9.56486  -28.80898  -9.56701
H  9.81860  -30.31078  -10.94189
H  11.11041  -30.22068  -9.75673
H  9.49512  -30.86228  -9.26856
C  11.52407  -32.04983  -4.12836
O  10.56900  -31.10614  -3.65660
C  9.82061  -30.49020  -4.55915
O  10.02215  -30.43837  -5.73988
O  8.85072  -29.84877  -3.92125
C  7.94252  -29.09957  -4.71579
H  11.50495  -32.83221  -3.36540
H  12.54940  -31.68216  -4.04689
H  11.30691  -32.38300  -5.13856
H  8.33340  -28.73018  -5.66441
H  7.68561  -28.18958  -4.17080
H  7.01417  -29.64633  -4.88620
C  12.28248  -24.40346  -5.46847
O  13.07740  -25.46952  -4.98628
C  12.71753  -26.71391  -5.30135
O  11.77388  -27.01483  -5.96814
O  13.53411  -27.52784  -4.66877
C  13.34110  -28.92020  -4.80650
H  12.80735  -23.98314  -6.32637
H  12.16138  -23.63988  -4.69623
H  11.25394  -24.72291  -5.65740
H  13.85896  -29.34043  -3.94188
H  13.73227  -29.37598  -5.71170
H  12.29884  -29.16343  -4.60855

Here are the Löwdin charges for atoms 1 to 8, given in e: 0.45 -0.44 -0.40 0.02 0.04 0.03 -0.44 -0.44

=====

No. 6
C4H11ClFeNO | ωB97M-V with the def2-TZVPD basis set

The LUMO energy (alpha / beta) is -0.111 / -0.347 Ha. Its spin multiplicity is 9. For the energy above the lowest of the compared OMol25 structures with the same formula, charge and spin, the calculation gives 51.78 kcal/mol. The calculation puts the gap between HOMO and LUMO (alpha / beta) at 3.4 / 3.7 eV. As for the net charge: +1. The calculation puts the electronic energy at -2012.21537 hartree.

Element x y z (Å)
Fe  -4.32653  6.09507  -5.22199
Cl  -3.26373  2.52783  -4.93610
C  -1.62033  -0.16170  0.40676
C  -0.19925  0.37384  0.60226
C  0.71992  -0.78820  0.94767
O  2.09231  -0.59069  1.37771
C  2.81898  -1.82863  1.35355
N  0.25064  1.11341  -0.57723
H  -2.21872  0.63338  -0.03806
H  -2.11228  -0.52900  1.30741
H  -1.64525  -0.99465  -0.29586
H  -0.05975  1.07694  1.42341
H  0.81601  -1.35349  0.02068
H  0.11287  -1.32473  1.67687
H  3.66905  -1.77700  2.03385
H  3.01741  -2.01334  0.29780
H  2.17225  -2.56162  1.83581
H  -0.63573  1.54000  -0.80630
H  0.41218  0.56259  -1.40825

Here are the Löwdin charges for atoms 1 to 8, given in e: 0.05 -0.05 -0.01 -0.37 -0.16 -0.07 -0.02 0.27